A molecular structure, C41H49AsFeN4O3P at a distorted geometry. Source: the Open Molecules 2025 dataset; level of theory: ωB97M-V with the def2-TZVPD basis set.

Each line ends with the Löwdin charge.
Atoms and positions in Å:
Fe: -1.332 1.525 -0.236  0.7859
N: -0.733 3.681 0.322  -0.0046
N: -1.905 4.462 0.276  -0.0029
C: -2.940 3.973 -0.570  -0.7222
O: -3.846 4.737 -0.847  0.0272
O: -2.784 2.751 -0.920  -0.1187
H: -0.311 3.770 1.238  0.0777
H: -0.049 3.975 -0.374  0.1108
H: -1.773 5.461 0.219  0.1282
C: 8.034 0.340 0.061  -0.0485
C: 6.549 0.346 -0.175  -0.2624
C: 5.996 0.992 -1.270  -0.0147
C: 4.623 0.999 -1.499  -0.3175
C: 4.106 1.765 -2.694  -0.0852
C: 3.771 0.324 -0.611  -0.3012
As: 1.852 0.321 -1.098  1.3843
N: 0.982 1.149 0.292  -0.1736
C: 1.584 1.985 1.202  -0.4063
C: 0.944 2.124 2.451  -0.0588
C: 1.471 2.929 3.442  -0.0764
C: 2.637 3.652 3.211  -0.0805
C: 3.267 3.552 1.977  -0.0695
C: 2.764 2.725 0.988  -0.0297
C: 1.506 -1.615 -0.928  -0.2645
C: 0.781 -2.291 0.061  -0.2815
C: 0.085 -1.662 1.240  -0.0588
C: 0.686 -3.683 -0.013  -0.0312
C: 1.249 -4.420 -1.038  -0.2693
C: 1.125 -5.918 -1.089  -0.0463
C: 1.922 -3.725 -2.033  -0.0166
C: 2.056 -2.344 -2.000  -0.2870
C: 2.769 -1.681 -3.151  -0.0761
C: 4.312 -0.310 0.517  -0.2529
C: 3.471 -0.999 1.555  -0.0402
C: 5.689 -0.288 0.711  -0.0117
H: 8.560 0.903 -0.709  0.0732
H: 8.424 -0.680 0.059  0.0826
H: 8.278 0.779 1.029  0.0818
H: 6.647 1.513 -1.964  0.1132
H: 4.925 2.286 -3.189  0.0768
H: 3.361 2.510 -2.407  0.0632
H: 3.630 1.111 -3.426  0.0607
H: 0.034 1.565 2.620  0.0731
H: 0.966 3.004 4.397  0.1030
H: 3.044 4.292 3.982  0.1028
H: 4.164 4.125 1.779  0.1076
H: 3.261 2.682 0.031  0.0897
H: -0.141 -0.616 1.082  0.0145
H: 0.701 -1.747 2.140  0.0854
H: -0.852 -2.186 1.435  0.0816
H: 0.127 -4.197 0.762  0.1221
H: 0.448 -6.284 -0.318  0.0742
H: 2.095 -6.395 -0.940  0.0826
H: 0.747 -6.246 -2.058  0.0807
H: 2.350 -4.270 -2.868  0.1184
H: 3.037 -2.422 -3.903  0.0813
H: 3.688 -1.187 -2.829  0.0652
H: 2.132 -0.934 -3.632  0.0678
H: 2.508 -0.511 1.685  0.0446
H: 3.984 -0.991 2.517  0.0854
H: 3.280 -2.038 1.280  0.0904
H: 6.100 -0.774 1.590  0.1211
C: -2.309 -2.329 -1.543  -0.1598
P: -2.027 -0.650 -2.174  0.6039
C: -3.405 0.305 -2.861  -0.1753
C: -1.355 -1.219 -3.804  -0.1934
O: -0.821 0.217 -1.724  -0.5318
H: -3.128 -2.769 -2.118  0.0608
H: -2.558 -2.357 -0.489  0.0358
H: -1.408 -2.908 -1.744  0.0395
H: -4.117 -0.355 -3.360  0.0558
H: -2.950 0.940 -3.622  0.0610
H: -3.895 0.938 -2.128  0.0321
H: -2.088 -1.811 -4.358  0.0479
H: -0.466 -1.832 -3.643  0.0301
H: -1.072 -0.358 -4.409  0.0457
N: -2.740 0.040 -0.148  -0.0264
C: -3.677 0.033 0.695  -0.3105
C: -4.844 -0.913 0.678  -0.1639
C: -5.447 -1.318 -0.508  -0.0327
C: -6.490 -2.230 -0.496  -0.0762
C: -6.938 -2.763 0.705  -0.0916
C: -6.345 -2.365 1.895  -0.0799
C: -5.314 -1.438 1.881  -0.0292
C: -3.660 1.023 1.824  -0.1976
C: -2.528 1.147 2.623  -0.0680
C: -2.450 2.141 3.590  -0.0868
C: -3.500 3.034 3.747  -0.0821
C: -4.635 2.910 2.957  -0.0626
C: -4.724 1.898 2.014  -0.0159
H: -5.104 -0.900 -1.443  0.0818
H: -6.959 -2.524 -1.427  0.1025
H: -7.750 -3.478 0.714  0.1000
H: -6.690 -2.773 2.836  0.1016
H: -4.864 -1.117 2.813  0.1162
H: -1.728 0.423 2.504  0.0914
H: -1.575 2.220 4.223  0.0927
H: -3.436 3.824 4.484  0.1012
H: -5.450 3.613 3.066  0.1072
H: -5.606 1.812 1.391  0.1281

Results
LUMO level (alpha / beta)   0.44 / -1.91 eV
Total charge   0
Energy relative to the best compared isomer or geometry (same formula, charge and spin)   46.8 kcal per mole
DFT total energy   -159931.16452 eV
Multiplicity   6